# 1
{"formula": "C14H9N3OS", "method": "wB97M-V/def2-TZVPD", "elements": ["C", "C", "C", "C", "O", "N", "N", "C", "C", "C", "C", "C", "C", "C", "S", "C", "C", "C", "N", "H", "H", "H", "H", "H", "H", "H", "H", "H"], "coordinates": [[-0.89, -4.84, -1.61], [-0.34, -3.50, -1.19], [0.97, -3.18, -1.51], [1.56, -1.94, -1.02], [2.72, -1.70, -1.34], [0.76, -1.04, -0.31], [1.12, 0.26, 0.00], [0.13, 0.97, 0.55], [0.26, 2.40, 0.87], [1.51, 3.01, 0.73], [1.65, 4.39, 0.98], [0.56, 5.13, 1.45], [-0.68, 4.52, 1.67], [-0.86, 3.15, 1.30], [-1.37, 0.09, 0.73], [-0.58, -1.31, -0.01], [-1.14, -2.52, -0.40], [-2.49, -2.82, -0.02], [-3.60, -3.01, 0.27], [-0.15, -5.51, -2.08], [-1.68, -4.72, -2.33], [-1.30, -5.35, -0.74], [1.59, -3.86, -2.09], [2.38, 2.46, 0.39], [2.57, 4.89, 0.76], [0.68, 6.24, 1.53], [-1.52, 5.07, 2.06], [-1.86, 2.73, 1.36]], "mulliken_charge": [-1.4795, 1.2547, -0.6719, 0.2575, -0.6349, 0.5106, -0.9264, 0.0658, 1.1416, -0.3286, -0.5480, -0.3482, -0.7061, -0.5664, -0.2726, 0.1836, 0.9314, -0.5359, -0.5465, 0.3315, 0.3403, 0.3591, 0.3592, 0.4443, 0.3884, 0.3016, 0.4115, 0.2838], "gap_ev": 7.771, "e_tot_ev": -32015.9820, "smiles": "Cc1cc(=O)n2nc(-c3ccccc3)sc2c1C#N", "homo_ev": -8.4}

# 2
{"formula": "C15H10AuF10N2SSe", "method": "wB97M-V/def2-TZVPD", "elements": ["Au", "N", "C", "C", "C", "N", "H", "H", "H", "H", "H", "H", "H", "H", "H", "H", "F", "C", "C", "F", "C", "F", "C", "S", "C", "F", "C", "F", "F", "C", "C", "F", "C", "F", "C", "Se", "C", "F", "C", "F"], "coordinates": [[0.95, 0.86, 0.69], [3.04, 1.37, -0.27], [3.89, 2.31, 0.48], [4.16, 1.85, 1.90], [2.99, 1.94, 2.87], [1.99, 0.86, 2.66], [3.52, 0.49, -0.41], [2.84, 1.74, -1.20], [3.39, 3.28, 0.49], [4.84, 2.45, -0.04], [4.96, 2.48, 2.30], [4.57, 0.83, 1.89], [2.47, 2.89, 2.76], [3.37, 1.88, 3.89], [1.28, 0.93, 3.38], [2.44, -0.04, 2.80], [-5.72, 0.09, -0.75], [-4.45, 0.40, -0.89], [-3.85, 1.29, -0.02], [-4.56, 1.85, 0.95], [-2.50, 1.59, -0.17], [-1.97, 2.47, 0.68], [-1.72, 1.01, -1.17], [-0.02, 1.36, -1.37], [-2.36, 0.12, -2.03], [-1.66, -0.52, -2.97], [-3.70, -0.19, -1.90], [-4.25, -1.09, -2.69], [-1.39, -4.59, -3.11], [-1.28, -3.77, -2.09], [-2.39, -3.49, -1.31], [-3.56, -4.05, -1.59], [-2.26, -2.63, -0.24], [-3.34, -2.36, 0.49], [-1.04, -2.00, 0.06], [-1.01, -0.75, 1.44], [0.06, -2.32, -0.74], [1.27, -1.84, -0.46], [-0.05, -3.19, -1.80], [1.01, -3.49, -2.54]], "mulliken_charge": [0.8777, -0.5833, -0.6855, -0.5249, -0.6543, -0.5952, 0.2297, 0.3205, 0.3842, 0.3952, 0.3338, 0.2992, 0.3675, 0.4067, 0.3308, 0.2972, -0.2917, 0.5740, 0.5652, -0.2900, 0.0413, -0.3857, 0.3715, -0.4089, 0.1373, -0.4620, 0.2466, -0.3610, -0.2762, 0.6660, 0.3648, -0.3197, 0.1977, -0.4007, -0.2259, 0.0330, 0.5014, -0.3399, 0.1544, -0.2908], "gap_ev": [8.110, 5.253], "e_tot_ev": -125737.5582, "charge": 1, "de_lowest_kj_mol": 0.0, "spin_multiplicity": 3, "homo_ev": [-11.0, -11.7]}

# 3
{"formula": "C15H10Br2N3OOsS", "method": "wB97M-V/def2-TZVPD", "elements": ["Os", "O", "N", "C", "C", "C", "C", "C", "S", "H", "H", "H", "H", "Br", "C", "C", "C", "N", "C", "C", "C", "C", "C", "Br", "C", "C", "N", "H", "H", "H", "H", "H", "H"], "coordinates": [[-0.20, 0.53, 0.74], [-0.98, 2.24, 0.05], [-0.20, 3.19, -0.52], [-0.80, 4.26, -1.07], [-0.05, 5.27, -1.62], [1.34, 5.16, -1.61], [1.92, 4.03, -1.07], [1.12, 3.04, -0.53], [1.77, 1.57, 0.15], [-1.88, 4.27, -1.02], [-0.55, 6.13, -2.05], [1.95, 5.95, -2.03], [3.00, 3.89, -1.05], [-1.76, 0.24, 7.22], [-1.11, 0.31, 5.47], [-0.56, 1.49, 4.97], [-0.15, 1.51, 3.66], [-0.22, 0.43, 2.87], [-0.70, -0.74, 3.37], [-1.17, -0.82, 4.66], [-0.68, -1.86, 2.43], [-0.76, -3.18, 2.80], [-0.71, -4.16, 1.80], [-0.85, -5.95, 2.25], [-0.58, -3.77, 0.47], [-0.49, -2.43, 0.19], [-0.53, -1.48, 1.15], [-0.47, 2.37, 5.59], [0.26, 2.40, 3.22], [-1.60, -1.74, 5.04], [-0.85, -3.47, 3.83], [-0.54, -4.50, -0.33], [-0.40, -2.09, -0.84]], "mulliken_charge": [0.9109, -0.6386, 0.3985, -0.2175, -0.7181, -0.1506, -0.7346, 0.8451, -0.2755, 0.4572, 0.4250, 0.4446, 0.4074, -0.0318, 0.0171, -0.7067, -0.0890, -0.3192, 0.4966, -0.4773, 0.8469, -0.5733, 0.1048, -0.0256, -0.7369, -0.0585, -0.1922, 0.4501, 0.4339, 0.4174, 0.4204, 0.4540, 0.4157], "gap_ev": [7.097, 7.116], "e_tot_ev": -175605.9196, "charge": 2, "de_lowest_kj_mol": 0.0, "spin_multiplicity": 2, "homo_ev": [-15.2, -15.4]}

# 4
{"formula": "C15H10F3N2PdS2Te", "method": "wB97M-V/def2-TZVPD", "elements": ["Pd", "S", "C", "S", "C", "C", "N", "C", "N", "F", "C", "F", "F", "C", "C", "C", "C", "C", "C", "C", "C", "H", "H", "H", "H", "C", "Te", "C", "H", "H", "H", "H", "H", "H"], "coordinates": [[2.11, 2.42, 1.23], [0.40, 3.98, 2.08], [-0.67, 1.37, 1.47], [1.69, 0.09, 1.19], [-2.14, 1.56, 1.70], [-3.12, 0.64, 2.00], [-2.86, -0.72, 1.82], [-2.58, 2.92, 1.84], [-2.92, 4.02, 1.94], [-1.43, -5.55, -1.37], [-2.35, -4.73, -0.82], [-3.31, -4.55, -1.76], [-2.93, -5.42, 0.18], [-1.77, -3.43, -0.36], [-0.54, -3.00, -0.84], [-0.05, -1.79, -0.37], [-0.73, -0.99, 0.55], [-2.01, -1.41, 0.98], [-2.49, -2.64, 0.51], [-0.03, 0.22, 1.06], [0.23, 2.42, 1.72], [0.03, -3.58, -1.54], [0.91, -1.44, -0.72], [-3.64, -1.29, 2.09], [-3.46, -2.98, 0.85], [3.38, 2.97, -3.17], [2.38, 1.97, -1.55], [4.08, 2.32, -0.26], [4.23, 2.37, -3.51], [3.71, 3.96, -2.86], [2.67, 3.07, -3.98], [4.65, 3.13, -0.72], [4.67, 1.42, -0.19], [3.90, 2.67, 0.79]], "mulliken_charge": [-0.6213, -0.3524, 0.1797, -0.3184, 1.0777, -1.6454, 0.0721, -0.0996, -0.6615, -0.2850, 0.8762, -0.2558, -0.2693, 0.1013, -1.1655, -0.3058, 0.0553, 0.4945, -1.0509, 1.2707, 0.3583, 0.4008, 0.4000, 0.2580, 0.2847, -1.1281, 0.3341, -1.1513, 0.3254, 0.3086, 0.3134, 0.4312, 0.3670, 0.4012], "gap_ev": 5.330, "e_tot_ev": -59292.5499, "charge": -1, "de_lowest_kj_mol": 240.0, "homo_ev": -3.6}

# 5
{"formula": "C15H10I2N5OReS2", "method": "wB97M-V/def2-TZVPD", "elements": ["Re", "I", "C", "C", "C", "I", "C", "C", "C", "C", "N", "C", "C", "O", "H", "H", "H", "H", "N", "C", "N", "C", "C", "S", "C", "C", "S", "C", "N", "N", "H", "H", "H", "H", "H", "H"], "coordinates": [[0.11, 0.75, -0.11], [3.49, 1.20, -4.05], [1.53, 0.63, -4.04], [0.89, 0.19, -5.20], [-0.45, -0.22, -5.22], [-1.25, -0.80, -6.99], [-1.23, -0.21, -4.00], [-2.58, -0.59, -3.87], [-3.19, -0.51, -2.63], [-2.47, -0.07, -1.53], [-1.19, 0.29, -1.63], [-0.59, 0.23, -2.85], [0.77, 0.69, -2.86], [1.21, 1.16, -1.72], [1.46, 0.16, -6.12], [-3.14, -0.94, -4.73], [-4.23, -0.79, -2.51], [-2.93, 0.00, -0.54], [-0.33, 4.05, -0.87], [-0.55, 3.70, 0.39], [-0.40, 2.44, 0.85], [-0.66, 2.37, 2.24], [-1.02, 3.54, 2.78], [-1.03, 4.81, 1.60], [-0.49, 1.05, 2.79], [-0.51, 0.60, 4.05], [-0.19, -1.10, 4.11], [-0.04, -1.14, 2.40], [-0.22, 0.06, 1.81], [0.22, -2.26, 1.75], [0.11, 3.41, -1.52], [-0.41, 5.02, -1.16], [-1.29, 3.75, 3.81], [-0.68, 1.15, 4.96], [0.37, -3.13, 2.25], [0.30, -2.30, 0.75]], "mulliken_charge": [1.0557, 0.3303, -0.6724, -0.3376, -0.1294, 0.3850, 0.3651, -0.3789, -1.0071, -0.0745, -0.5573, 0.5178, 1.2129, -0.6904, 0.3939, 0.3348, 0.4417, 0.5229, -0.2775, 0.6216, -0.3110, -0.2633, -0.1429, -0.0473, 0.1220, -0.3265, -0.0711, 0.6891, -0.0265, -0.3021, 0.0875, 0.2669, 0.4706, 0.4552, 0.2477, 0.0951], "gap_ev": [4.584, 4.586], "e_tot_ev": -65189.0978, "charge": 3, "de_lowest_kj_mol": 0.0, "spin_multiplicity": 2, "homo_ev": [-17.0, -17.0]}

# 6
{"formula": "C15H10IrN3O3", "method": "wB97M-V/def2-TZVPD", "elements": ["Ir", "O", "C", "C", "C", "C", "C", "C", "C", "N", "N", "C", "O", "C", "C", "C", "C", "C", "C", "H", "H", "H", "H", "H", "H", "H", "H", "H", "H", "O", "C", "N"], "coordinates": [[-0.83, -0.41, -1.73], [-2.70, -0.92, -1.60], [-3.44, -0.57, -0.55], [-4.83, -0.60, -0.70], [-5.66, -0.28, 0.35], [-5.13, 0.05, 1.60], [-3.77, 0.06, 1.78], [-2.89, -0.25, 0.72], [-1.49, -0.23, 1.01], [-0.54, -0.43, 0.16], [0.78, -0.38, 0.58], [1.59, -0.41, -0.44], [1.20, -0.51, -1.67], [3.05, -0.32, -0.20], [3.91, -0.10, -1.27], [5.27, 0.01, -1.05], [5.78, -0.09, 0.24], [4.92, -0.31, 1.31], [3.56, -0.43, 1.09], [-5.23, -0.86, -1.67], [-6.73, -0.29, 0.21], [-5.79, 0.29, 2.43], [-3.35, 0.31, 2.74], [-1.16, -0.05, 2.03], [3.50, -0.02, -2.27], [5.94, 0.19, -1.88], [6.84, 0.01, 0.41], [5.31, -0.40, 2.31], [2.88, -0.60, 1.92], [-0.17, 3.63, -1.61], [-0.33, 2.51, -1.93], [-0.49, 1.40, -2.34]], "mulliken_charge": [0.7820, -0.7785, 0.8517, -0.4963, -0.3744, -0.6588, -0.8003, 0.4789, -0.0758, 0.3952, -0.9257, 0.5491, -0.6703, 0.4264, -0.4409, -0.5625, -0.3601, -0.6009, -0.2953, 0.4230, 0.3650, 0.4014, 0.3311, 0.4391, 0.4071, 0.3876, 0.3761, 0.3812, 0.4109, -0.4910, 0.7488, -0.6238], "gap_ev": 7.363, "e_tot_ev": -29167.7625, "homo_ev": -8.6}

# 7
{"formula": "C15H10N2O3PdS", "method": "wB97M-V/def2-TZVPD", "elements": ["Pd", "O", "N", "C", "C", "C", "C", "C", "S", "H", "H", "H", "H", "O", "C", "O", "C", "C", "C", "C", "C", "C", "C", "C", "C", "N", "H", "H", "H", "H", "H", "H"], "coordinates": [[-0.15, 1.87, 0.93], [-2.04, 0.93, 1.60], [-1.91, -0.10, 2.41], [-2.99, -0.91, 2.59], [-2.98, -1.95, 3.48], [-1.84, -2.19, 4.23], [-0.72, -1.40, 4.01], [-0.74, -0.37, 3.07], [0.69, 0.53, 2.74], [-3.85, -0.65, 1.98], [-3.86, -2.57, 3.57], [-1.81, -2.99, 4.96], [0.19, -1.55, 4.56], [3.17, 4.12, -0.29], [2.18, 3.40, -0.19], [1.24, 3.56, 0.66], [1.99, 2.25, -1.16], [2.86, 1.96, -2.20], [2.60, 0.91, -3.06], [1.43, 0.13, -2.87], [1.07, -0.97, -3.67], [-0.06, -1.72, -3.39], [-0.87, -1.39, -2.31], [-0.56, -0.30, -1.51], [0.59, 0.46, -1.77], [0.88, 1.50, -0.97], [3.75, 2.57, -2.30], [3.28, 0.67, -3.87], [1.69, -1.23, -4.51], [-0.31, -2.57, -4.01], [-1.74, -1.99, -2.09], [-1.18, -0.01, -0.66]], "mulliken_charge": [0.1877, -0.8415, 0.6438, -0.2975, -0.6464, -0.1389, -0.7833, 0.4306, -0.4081, 0.4146, 0.3649, 0.3646, 0.3771, -0.7308, 0.7695, -0.6366, -0.1298, -0.2308, -0.6836, 1.1413, -0.7203, -0.4377, -0.6915, -0.1873, -0.0317, -0.6471, 0.4803, 0.3842, 0.3464, 0.3664, 0.3938, 0.5777], "gap_ev": [6.113, 5.830], "e_tot_ev": -39156.0810, "charge": -1, "de_lowest_kj_mol": 86.1, "spin_multiplicity": 2, "homo_ev": [-3.5, -3.2]}